Here is a cluster of 13 separate species, C72H174N10O9 in total at a distorted geometry from the Open Molecules 2025 dataset. Energies are from ωB97M-V with the def2-TZVPD basis set.

```
265
Properties=species:S:1:pos:R:3
C 18.836 19.061 9.980
C 18.118 18.285 11.092
N 18.391 18.610 12.521
C 18.274 20.032 12.815
C 16.871 20.457 12.725
C 19.681 18.070 12.866
C 19.841 16.553 12.723
H 19.933 19.053 9.989
H 18.369 20.044 10.004
H 18.518 18.596 9.013
H 17.086 18.330 10.869
H 18.301 17.252 10.987
H 18.663 20.226 13.833
H 18.946 20.573 12.103
H 16.429 20.295 11.756
H 16.337 19.836 13.408
H 16.735 21.533 12.958
H 19.982 18.425 13.859
H 20.434 18.542 12.239
H 20.968 16.337 12.890
H 19.498 16.182 11.787
H 19.239 16.112 13.581
C 19.487 15.418 23.187
C 18.009 15.921 23.488
N 17.219 16.010 22.334
C 15.798 15.792 22.582
C 15.404 14.374 22.850
C 17.592 17.119 21.403
C 16.870 16.969 20.050
H 20.057 15.175 24.113
H 20.004 16.124 22.557
H 19.408 14.460 22.669
H 17.533 15.195 24.124
H 17.946 16.849 23.985
H 15.529 16.408 23.464
H 15.189 16.181 21.809
H 14.329 14.256 23.036
H 15.728 13.717 22.042
H 15.905 14.005 23.803
H 18.675 17.081 21.223
H 17.337 18.144 21.822
H 17.406 17.478 19.284
H 15.861 17.480 20.027
H 16.864 15.943 19.737
C 23.098 19.889 13.141
C 23.930 19.787 14.415
N 23.482 18.815 15.385
C 23.374 17.425 15.001
C 24.680 16.830 14.406
C 22.187 19.245 15.887
C 21.854 18.542 17.258
H 23.581 20.643 12.548
H 22.143 20.341 13.348
H 23.043 18.893 12.621
H 24.914 19.552 14.062
H 23.998 20.755 14.961
H 23.202 16.924 15.955
H 22.468 17.265 14.324
H 24.763 17.185 13.315
H 25.655 17.163 14.796
H 24.594 15.736 14.560
H 21.377 19.048 15.098
H 22.198 20.299 16.177
H 20.914 18.911 17.676
H 22.664 18.831 17.958
H 21.789 17.486 17.042
C 11.678 22.199 17.124
C 10.976 23.345 16.318
N 11.942 24.059 15.527
C 11.330 25.205 14.792
C 12.398 26.042 14.068
C 12.753 23.200 14.699
C 12.072 22.417 13.616
H 11.857 21.279 16.605
H 11.029 21.986 17.985
H 12.668 22.578 17.445
H 10.257 22.828 15.662
H 10.504 23.978 17.033
H 10.738 25.749 15.544
H 10.716 24.837 13.973
H 11.942 26.991 13.749
H 12.632 25.622 13.089
H 13.237 26.221 14.695
H 13.598 23.780 14.236
H 13.257 22.511 15.379
H 12.883 21.957 12.943
H 11.382 21.645 13.979
H 11.468 23.038 12.915
C 10.691 18.358 22.366
C 12.004 19.152 22.520
N 12.149 20.203 21.520
C 12.288 19.728 20.147
C 13.632 19.087 19.789
C 13.247 21.050 21.956
C 13.383 22.304 21.078
H 10.538 17.826 23.303
H 10.760 17.617 21.563
H 9.849 19.064 22.213
H 12.043 19.566 23.550
H 12.786 18.415 22.412
H 11.517 18.898 20.020
H 12.002 20.528 19.436
H 13.817 18.098 20.322
H 13.788 18.884 18.712
H 14.437 19.748 20.157
H 14.307 20.546 21.930
H 13.086 21.367 22.963
H 12.382 22.746 21.023
H 13.793 22.044 20.131
H 14.138 23.024 21.487
C 17.185 25.893 9.391
C 18.413 26.302 10.189
N 18.981 25.174 10.898
C 20.203 25.615 11.615
C 21.071 24.542 12.115
C 18.010 24.491 11.832
C 17.362 25.454 12.861
H 16.615 26.747 9.043
H 16.496 25.416 10.040
H 17.309 25.159 8.592
H 19.158 26.824 9.623
H 18.091 27.106 10.870
H 20.776 26.156 10.902
H 19.921 26.365 12.421
H 21.886 25.065 12.694
H 20.554 23.854 12.838
H 21.523 23.866 11.325
H 18.482 23.642 12.352
H 17.151 24.075 11.241
H 18.108 26.256 13.126
H 17.233 24.938 13.801
H 16.415 25.896 12.540
C 18.115 17.830 15.991
C 18.428 19.193 16.491
N 17.501 20.260 16.123
C 16.297 20.035 17.066
C 15.435 21.308 17.008
C 18.204 21.512 16.449
C 18.269 22.513 15.302
H 17.109 17.553 16.413
H 18.813 17.043 16.386
H 18.011 17.886 14.885
H 18.482 19.083 17.582
H 19.444 19.456 16.124
H 15.671 19.214 16.680
H 16.604 19.763 18.044
H 15.427 21.754 15.985
H 14.391 21.247 17.304
H 15.832 22.011 17.710
H 19.212 21.399 16.790
H 17.727 22.139 17.242
H 18.915 22.319 14.457
H 18.670 23.454 15.719
H 17.266 22.875 14.897
C 15.531 26.848 16.535
C 14.890 25.695 17.236
N 14.690 26.083 18.636
C 15.898 26.055 19.446
C 16.402 24.661 19.912
C 13.716 25.256 19.346
C 12.219 25.679 19.143
H 16.601 26.806 16.800
H 15.219 27.833 16.998
H 15.351 26.797 15.481
H 13.924 25.384 16.834
H 15.622 24.809 17.157
H 15.589 26.597 20.339
H 16.755 26.594 18.893
H 15.799 24.262 20.696
H 17.430 24.657 20.268
H 16.289 23.965 19.101
H 13.718 24.220 19.090
H 13.974 25.306 20.377
H 11.738 25.532 18.202
H 11.689 25.247 19.933
H 12.147 26.750 19.284
C 13.714 19.296 14.601
C 13.134 18.962 13.258
N 13.431 17.529 12.890
C 14.865 17.265 12.828
C 15.104 15.815 12.456
C 12.731 17.323 11.580
C 11.185 17.089 11.758
H 13.654 18.468 15.305
H 13.297 20.212 15.013
H 14.768 19.539 14.421
H 12.054 18.834 13.470
H 13.349 19.713 12.518
H 15.371 17.834 12.050
H 15.333 17.422 13.828
H 16.142 15.531 12.722
H 14.414 15.142 12.954
H 15.110 15.737 11.383
H 13.130 16.428 11.130
H 12.896 18.265 10.913
H 10.788 16.813 10.786
H 10.671 17.975 12.185
H 10.990 16.136 12.353
C 21.880 14.348 15.848
C 21.273 12.985 15.866
N 19.911 13.021 16.367
C 18.873 13.374 15.426
C 17.522 13.714 16.077
C 19.660 11.782 17.022
C 20.014 11.810 18.502
H 22.806 14.332 15.265
H 21.985 14.743 16.901
H 21.270 15.021 15.326
H 21.273 12.495 14.905
H 21.895 12.254 16.463
H 19.276 14.160 14.763
H 18.570 12.565 14.727
H 17.525 14.624 16.696
H 16.794 13.869 15.261
H 17.002 12.950 16.654
H 20.120 10.978 16.461
H 18.609 11.612 16.960
H 21.010 12.278 18.622
H 20.241 10.835 18.920
H 19.302 12.389 19.095
C 22.365 23.265 16.641
C 21.813 24.011 17.892
O 20.565 23.419 18.372
C 20.580 22.274 19.030
O 21.629 21.660 19.272
O 19.390 21.931 19.479
C 19.341 20.589 20.061
H 21.589 23.129 15.891
H 22.582 22.215 16.981
H 23.284 23.838 16.389
H 21.481 25.066 17.804
H 22.582 24.030 18.671
H 20.145 19.869 19.696
H 18.393 20.243 19.801
H 19.459 20.749 21.152
C 14.729 15.342 16.598
C 13.411 15.705 17.307
O 12.922 14.624 18.191
C 12.998 14.742 19.472
O 13.143 15.783 20.093
O 12.944 13.551 20.122
C 13.186 12.263 19.639
H 14.777 14.263 16.286
H 15.585 15.729 17.122
H 14.791 15.894 15.627
H 12.597 15.849 16.632
H 13.437 16.605 17.907
H 13.176 11.579 20.411
H 14.132 12.249 19.022
H 12.476 12.094 18.840
C 24.694 18.448 21.694
C 23.254 18.457 21.305
O 22.889 17.231 20.639
C 21.592 17.043 20.416
O 20.743 17.715 20.908
O 21.452 16.006 19.604
C 20.102 15.663 19.262
H 25.354 18.124 20.850
H 24.903 17.632 22.432
H 24.971 19.430 22.155
H 23.068 19.272 20.645
H 22.577 18.459 22.144
H 19.583 15.271 20.145
H 20.165 14.941 18.507
H 19.611 16.579 19.003
```

E_LUMO   0.0206 Eh
HOMO-LUMO gap   8.30 eV
ΔE to the lowest compared entry with this formula, charge and spin   0.6 kcal per mole
Charge   0